A molecular structure, C10H26BCoO4. Source: the Open Molecules 2025 dataset; level of theory: the ωB97M-V functional and the def2-TZVPD basis.

Geometry as XYZ:
```
42
Properties=species:S:1:pos:R:3:forces:R:3:lowdin_charge:R:1
Co -0.050 0.313 0.027 0.5 -0.9 0.5 0.651
C 0.071 -1.906 -2.113 -0.3 0.2 -0.4 -0.348
O 0.430 -1.314 -0.948 0.1 0.1 0.1 -0.368
H 0.714 -2.774 -2.366 0.0 0.0 0.1 0.052
H -0.973 -2.299 -2.112 0.0 0.0 0.0 0.049
H 0.123 -1.233 -3.005 0.0 -0.1 0.0 0.049
C 0.974 0.137 2.937 -0.1 0.2 0.3 -0.351
O 0.990 -0.196 1.622 0.1 0.0 -0.3 -0.369
H -0.043 0.113 3.392 0.1 0.1 0.1 0.046
H 1.592 -0.550 3.556 -0.1 0.0 -0.1 0.053
H 1.386 1.150 3.166 -0.1 0.0 -0.1 0.050
B -1.253 2.095 -0.376 -0.3 0.4 0.2 -0.388
H -0.281 2.529 0.219 0.1 0.1 0.1 -0.012
H -1.949 2.979 -0.804 0.0 0.0 -0.1 -0.027
H -0.888 1.387 -1.308 0.1 -0.2 -0.5 -0.008
H -1.903 1.403 0.385 0.0 -0.1 0.2 -0.018
C -3.047 -2.876 1.881 0.2 0.4 0.0 -0.154
C -3.642 -2.363 0.573 -0.2 -0.1 -0.5 -0.173
C -3.083 -0.948 0.485 -0.6 -0.5 -0.3 -0.230
O -1.766 -1.083 0.951 -0.2 0.2 0.1 -0.209
C -1.751 -2.035 2.015 0.1 0.0 -0.3 -0.163
H -2.823 -3.940 1.844 -0.1 -0.1 0.1 0.099
H -3.713 -2.658 2.717 0.0 -0.2 0.0 0.100
H -4.730 -2.389 0.469 0.0 0.0 0.4 0.105
H -3.271 -2.950 -0.272 0.2 0.1 0.1 0.108
H -3.677 -0.252 1.093 0.1 0.0 0.1 0.123
H -3.090 -0.589 -0.542 0.3 0.2 0.1 0.124
H -1.705 -1.499 2.965 0.0 -0.1 0.1 0.107
H -0.846 -2.623 1.875 0.1 0.1 0.1 0.127
C 3.237 2.054 -2.427 0.3 0.2 0.0 -0.164
C 3.804 2.390 -1.048 -0.4 0.1 0.4 -0.162
C 2.577 2.196 -0.140 0.5 -0.2 -0.3 -0.177
O 1.785 1.221 -0.807 -0.2 0.2 0.0 -0.236
C 2.257 0.926 -2.110 0.3 0.2 -0.2 -0.185
H 4.046 1.813 -3.120 -0.2 -0.3 -0.1 0.104
H 2.713 2.913 -2.854 -0.1 0.0 0.2 0.111
H 4.192 3.406 -0.974 0.1 0.0 0.0 0.103
H 4.592 1.695 -0.752 0.0 -0.1 -0.1 0.109
H 2.028 3.135 -0.044 -0.2 -0.1 0.1 0.113
H 2.813 1.773 0.836 0.0 0.2 0.1 0.119
H 1.402 0.898 -2.784 0.0 -0.1 0.0 0.116
H 2.753 -0.048 -2.103 -0.1 -0.1 0.0 0.127
```
Positions in Å, forces in eV/Å.

## Properties
2S+1 = 4
Total charge = -1

A molecular structure, C26H32BrF3N7W. Source: the Open Molecules 2025 dataset; level of theory: the ωB97M-V functional and the def2-TZVPD basis.

Geometry as XYZ:
```
70
Properties=species:S:1:pos:R:3:forces:R:3:lowdin_charge:R:1
W -0.426 0.209 -1.097 -0.2 -0.4 -1.0 1.582
C 0.036 5.358 -0.555 0.4 -1.2 -0.8 0.026
N -1.018 4.312 -0.326 0.1 1.0 1.1 -0.020
C -2.076 4.727 0.654 -0.2 0.3 0.2 -0.046
C -2.848 3.428 1.003 0.7 0.4 -0.1 -0.049
N -2.238 2.534 0.014 -0.6 -1.1 1.3 -0.091
C -2.881 1.329 -0.414 -0.2 -0.1 0.8 -0.052
C -1.121 3.008 -0.533 0.0 2.0 0.0 -0.370
N -0.317 2.226 -1.238 1.6 -2.1 -1.0 -0.086
C 0.986 2.701 -1.864 -0.8 -0.1 0.8 -0.135
C 1.741 1.525 -2.539 -0.9 1.2 0.6 -0.154
N 1.470 0.291 -1.765 1.1 0.2 0.0 -0.135
C 2.522 -0.542 -1.416 0.1 -0.4 -0.4 -0.307
N 2.337 -1.867 -1.457 -0.8 0.6 0.2 -0.079
C 1.264 -2.509 -2.169 0.0 -2.0 -0.3 -0.037
C 3.555 -2.622 -1.154 -0.6 -0.5 1.5 -0.061
C 4.416 -1.522 -0.548 0.6 1.5 -1.0 -0.029
N 3.790 -0.214 -1.058 -2.1 -1.4 0.0 -0.028
C 4.102 1.083 -0.480 -0.8 -0.8 1.5 -0.003
H -0.343 6.280 -0.146 -0.1 0.2 0.0 0.099
H 0.291 5.506 -1.629 -0.5 -0.2 0.7 0.109
H 0.948 5.073 -0.029 -0.1 0.2 0.1 0.097
H -2.691 5.475 0.134 0.0 -0.2 0.5 0.146
H -1.619 5.158 1.563 -0.1 -0.1 -0.6 0.147
H -3.910 3.493 0.853 -0.5 0.2 -0.5 0.128
H -2.761 3.078 2.051 0.6 0.1 -0.6 0.146
H -3.957 1.478 -0.302 0.0 -0.3 -0.1 0.135
H -2.652 0.364 0.105 0.2 0.5 0.2 0.093
H -2.665 1.247 -1.445 -0.2 -0.3 -1.5 0.054
H 1.568 3.179 -1.087 0.3 -0.2 0.2 0.104
H 0.715 3.480 -2.542 0.1 0.3 -0.9 0.113
H 2.787 1.818 -2.562 0.2 -0.3 0.0 0.120
H 1.391 1.486 -3.577 0.1 -0.6 0.1 0.125
H 0.861 -1.991 -3.000 0.1 1.1 -0.9 0.070
H 0.388 -2.774 -1.587 0.1 -0.1 0.8 0.067
H 1.620 -3.477 -2.602 0.0 0.7 0.5 0.133
H 3.859 -2.978 -2.107 0.9 -0.6 -0.7 0.124
H 3.355 -3.519 -0.442 0.4 1.7 -1.2 0.180
H 5.453 -1.417 -0.840 0.2 -0.8 -0.2 0.140
H 4.394 -1.561 0.517 -0.3 0.3 0.9 0.119
H 4.568 0.894 0.471 0.7 -0.1 0.4 0.101
H 3.185 1.578 -0.135 0.1 0.2 -0.7 0.097
H 4.758 1.663 -1.074 0.4 0.7 -0.7 0.097
F -0.646 -4.451 7.265 0.7 1.2 -0.7 0.143
C -0.464 -3.100 7.081 -0.2 -1.1 0.9 -0.566
F 0.632 -2.693 7.716 0.3 -0.4 0.1 0.168
F -1.493 -2.548 7.713 -0.4 0.5 -0.4 0.173
C -0.373 -2.681 5.628 -0.4 0.3 -0.3 -0.050
C -1.532 -2.518 4.875 0.3 -0.5 1.0 0.026
C -1.445 -2.052 3.602 -1.1 1.0 -0.4 -0.011
C -0.234 -1.632 3.065 0.5 -0.4 -0.9 -0.248
C 0.949 -1.812 3.792 0.7 -0.1 -0.8 0.012
C 0.845 -2.334 5.064 0.5 -0.1 -0.1 0.022
C -0.176 -1.160 1.730 0.4 0.3 0.3 -0.025
C -0.021 -0.703 0.589 -0.7 0.0 0.3 -0.188
H -2.489 -2.729 5.309 -0.3 -0.2 0.1 0.140
H -2.379 -1.849 3.089 0.2 -0.2 -0.3 0.128
H 1.948 -1.623 3.303 -1.3 -0.1 0.8 0.145
H 1.756 -2.489 5.588 0.5 -0.1 0.6 0.128
Br -3.295 -4.634 -2.514 -0.4 -0.1 0.2 0.908
C -2.993 -2.865 -3.026 1.3 -0.5 1.6 -0.668
C -3.169 -2.470 -4.311 -0.5 1.4 -1.7 -0.052
C -2.646 -1.229 -4.708 1.2 0.1 0.8 0.031
C -1.857 -0.492 -3.780 -0.6 0.3 -2.6 -0.115
N -1.673 -0.896 -2.529 -0.3 -0.5 1.2 -0.136
C -2.273 -2.067 -2.145 0.3 0.4 0.1 -0.160
H -3.724 -3.107 -4.996 0.2 0.1 -0.1 0.139
H -2.640 -0.883 -5.746 -0.4 -0.1 0.4 0.138
H -1.353 0.428 -4.179 -0.4 -0.9 0.8 0.140
H -2.096 -2.399 -1.123 0.0 0.1 -0.2 0.109
```
Positions in Å, forces in eV/Å.

## Properties
2S+1 = 3
Total charge = +3

2 unconnected molecules or ions with the total composition C4H7OP. Source: the Open Molecules 2025 dataset; level of theory: the ωB97M-V functional and the def2-TZVPD basis.

Geometry as XYZ:
```
13
Properties=species:S:1:pos:R:3:forces:R:3:lowdin_charge:R:1
C -1.144 1.410 -0.131 -3.5 -0.9 0.9 -0.649
C -1.573 0.101 -0.627 1.9 -2.5 -2.4 -0.421
C -2.362 2.126 0.476 1.3 0.5 -0.6 -0.047
C -0.426 -0.354 -2.724 -2.4 3.1 2.0 0.122
O -0.077 1.904 -0.181 2.5 0.7 -0.4 0.088
P -2.270 -1.159 0.254 0.5 0.3 -1.8 0.807
H -2.985 1.468 1.083 0.1 0.3 0.0 0.049
H -2.891 2.402 -0.451 -0.3 0.3 0.6 0.092
H -1.903 2.995 0.985 -0.9 -0.3 -0.1 0.091
H -0.352 -1.366 -2.869 -0.1 -2.5 0.1 -0.032
H 0.490 0.117 -2.440 0.3 0.5 0.0 -0.002
H -1.110 0.160 -3.433 0.8 -0.3 0.8 0.030
H -2.191 -2.142 -0.855 -0.2 0.7 1.0 -0.127
```
Positions in Å, forces in eV/Å.

## Properties
Total charge = 0

C5H12S in the gas phase. Source: the Open Molecules 2025 dataset; level of theory: the ωB97M-V functional and the def2-TZVPD basis.

Geometry as XYZ:
```
18
Properties=species:S:1:pos:R:3:forces:R:3:lowdin_charge:R:1
C -0.477 0.267 -1.941 -0.2 -0.5 1.3 -0.298
S 0.118 -0.585 -0.568 -0.5 1.4 2.1 0.872
C 1.928 -0.328 -0.050 -0.8 -0.9 -1.6 -0.214
C -0.959 -2.017 0.435 1.4 -1.2 -0.4 -0.173
C -0.313 0.659 0.706 -0.9 -0.5 1.7 -0.459
C 0.150 2.033 0.371 3.9 1.5 1.5 -0.191
H -1.465 0.699 -1.678 0.7 -0.2 0.0 0.017
H -0.547 -0.324 -2.815 0.3 -0.6 -0.9 -0.038
H 2.503 -0.635 -0.932 0.1 -0.1 0.2 -0.029
H 2.134 -0.991 0.804 -0.3 -0.2 -0.3 -0.014
H -1.003 -2.993 -0.157 0.1 1.5 0.6 0.052
H -0.464 -2.254 1.416 -0.1 0.4 -1.0 0.046
H -1.951 -1.648 0.667 -0.1 0.3 -0.4 0.018
H -1.332 0.591 1.148 0.2 0.0 -1.1 0.101
H 0.309 0.250 1.516 -0.1 0.4 -0.1 0.071
H -0.374 2.732 -0.255 -0.6 -0.3 -0.3 0.059
H 0.502 2.617 1.309 -1.4 -0.9 -0.9 0.104
H 1.240 1.926 0.025 -1.6 -0.1 -0.4 0.075
```
Positions in Å, forces in eV/Å.

## Properties
SMILES = C=S(=C)(C)CC
Total charge = 0

A molecular structure, C41H39IrN5O6P. Source: the Open Molecules 2025 dataset; level of theory: the ωB97M-V functional and the def2-TZVPD basis.

Geometry as XYZ:
```
93
Properties=species:S:1:pos:R:3:forces:R:3:lowdin_charge:R:1
Ir -10.107 -6.104 -15.253 -3.4 1.2 1.8 1.406
O -13.725 -4.853 -13.856 -0.8 1.2 -1.5 0.051
C -12.575 -5.156 -14.110 1.0 -2.1 3.4 -0.597
O -11.864 -4.970 -15.239 0.2 -0.6 -0.4 -0.175
C -11.882 -5.920 -13.013 -0.9 1.5 0.1 -0.200
C -12.305 -5.966 -11.625 1.0 -0.9 -0.8 -0.006
C -11.487 -6.665 -10.735 -1.8 1.2 0.1 -0.105
C -10.256 -7.164 -11.149 1.9 -1.3 -0.6 -0.084
C -9.910 -7.111 -12.492 0.0 -0.9 1.9 -0.183
N -10.697 -6.520 -13.347 0.1 -0.1 -2.2 -0.129
H -13.228 -5.484 -11.310 0.2 -0.2 -0.3 0.111
H -11.829 -6.819 -9.705 0.2 0.3 -0.3 0.102
H -9.521 -7.631 -10.470 -0.7 0.3 -0.3 0.108
H -9.027 -7.553 -12.918 0.2 -0.1 0.4 0.098
C -11.179 -10.253 -19.890 -0.3 0.2 -0.3 -0.082
C -10.713 -8.919 -19.824 -0.8 -1.1 1.1 -0.064
C -10.802 -8.227 -18.600 0.8 -1.3 -0.4 -0.063
C -11.159 -8.944 -17.433 0.4 2.4 -0.6 -0.299
C -11.629 -10.221 -17.538 -0.2 -0.3 -1.3 -0.109
C -11.749 -10.864 -18.779 0.4 0.0 1.0 -0.057
P -10.902 -8.212 -15.742 0.2 -2.5 0.0 1.036
C -12.407 -8.719 -14.878 -1.1 -0.7 0.3 -0.349
C -12.439 -9.702 -13.862 0.7 0.8 0.4 -0.062
C -13.452 -9.650 -12.896 0.5 -0.7 0.2 -0.080
C -14.605 -8.953 -13.177 -0.6 0.0 0.7 -0.090
C -14.713 -8.219 -14.347 -0.6 0.5 -0.7 -0.071
C -13.616 -8.058 -15.181 1.3 0.1 0.1 -0.085
C -9.531 -9.278 -15.163 -0.8 3.8 -0.7 -0.292
C -9.475 -10.654 -15.215 0.1 -3.1 0.5 -0.095
C -8.285 -11.289 -14.911 -2.7 -2.5 -1.1 -0.104
C -7.110 -10.652 -14.795 2.8 3.0 0.4 -0.032
C -7.101 -9.211 -14.972 0.4 -0.3 0.3 -0.150
C -5.925 -8.460 -14.993 0.0 -1.6 0.0 -0.001
C -5.997 -7.108 -15.366 -0.7 3.2 -0.4 -0.069
C -7.204 -6.418 -15.538 2.1 -1.6 0.9 -0.099
C -8.403 -7.130 -15.292 0.2 0.7 -0.3 -0.303
C -8.365 -8.531 -15.143 1.1 -0.6 0.3 -0.235
H -11.112 -10.796 -20.838 -0.1 0.3 0.3 0.105
H -10.315 -8.531 -20.745 0.1 0.6 0.1 0.095
H -10.391 -7.238 -18.518 -0.1 0.4 0.0 0.066
H -11.879 -10.745 -16.667 -0.7 -0.6 1.0 0.076
H -12.231 -11.854 -18.711 0.5 0.5 -0.7 0.117
H -11.670 -10.472 -13.814 0.2 0.6 0.5 0.093
H -13.351 -10.102 -11.880 0.0 -0.2 -1.3 0.124
H -15.412 -9.070 -12.434 0.3 0.6 -0.7 0.116
H -15.640 -7.708 -14.607 0.2 -0.1 0.2 0.113
H -13.557 -7.433 -16.082 -0.7 0.1 0.6 0.119
H -10.399 -11.170 -15.474 0.6 -0.4 0.3 0.090
H -8.232 -12.378 -14.930 -0.4 0.1 0.1 0.113
H -6.133 -11.131 -14.639 -0.7 0.0 0.0 0.118
H -4.936 -8.953 -14.807 -1.1 0.5 -0.2 0.132
H -5.102 -6.482 -15.437 -0.1 -0.5 0.0 0.105
H -7.216 -5.350 -15.693 0.1 0.0 -0.1 0.087
C -10.605 -2.709 -11.108 -1.5 0.2 0.6 -0.071
C -10.919 -2.124 -12.494 0.7 -1.6 -0.2 -0.124
C -9.638 -1.900 -13.388 0.4 -1.3 0.7 -0.279
C -9.704 -0.485 -13.926 -1.0 0.5 -0.7 -0.197
C -8.608 0.030 -14.877 -0.7 0.3 0.2 -0.074
C -8.353 -2.076 -12.561 -0.3 -0.6 -0.5 -0.395
O -7.977 -1.399 -11.624 -0.1 -0.6 -1.4 0.107
N -7.633 -3.201 -13.086 1.4 0.1 2.7 0.176
C -8.362 -4.434 -13.236 0.2 -1.7 2.5 -0.510
O -8.051 -5.420 -12.520 0.1 2.4 -2.3 0.032
N -9.393 -4.364 -14.101 0.4 0.6 -0.7 0.045
C -9.649 -3.055 -14.495 0.2 1.7 -1.2 -0.360
O -9.869 -2.729 -15.659 -0.3 -0.4 1.0 0.052
H -11.517 -2.869 -10.501 0.0 0.0 -0.7 0.084
H -10.087 -1.985 -10.505 0.7 0.2 0.1 0.064
H -10.115 -3.681 -11.086 0.3 0.1 -0.3 0.076
H -11.425 -1.187 -12.435 -0.4 0.7 0.3 0.100
H -11.590 -2.804 -13.049 0.2 0.2 0.3 0.114
H -9.769 0.198 -13.064 0.0 -0.4 -0.1 0.126
H -10.718 -0.505 -14.399 0.8 0.6 0.0 0.133
H -7.618 -0.070 -14.410 -0.2 0.0 -0.3 0.078
H -8.783 1.111 -15.118 0.2 -0.9 0.3 0.086
H -8.685 -0.530 -15.806 0.4 0.0 -0.1 0.045
H -6.876 -3.414 -12.394 -0.6 0.2 -0.9 0.162
N -9.707 -5.300 -17.003 1.5 2.0 -2.8 0.028
C -9.364 -4.422 -17.711 -0.9 -1.1 1.4 -0.158
N -9.217 -3.400 -18.511 1.5 0.0 0.2 -0.075
C -10.311 -2.448 -18.631 -0.9 0.4 -0.6 -0.110
C -10.497 -2.104 -20.146 -0.3 -0.7 -0.1 -0.152
O -9.226 -1.854 -20.758 -0.8 1.1 0.2 -0.169
C -8.153 -2.746 -20.536 0.3 1.0 -0.7 -0.203
C -7.900 -2.881 -19.037 0.5 -1.5 0.0 -0.073
H -10.089 -1.507 -18.074 0.0 -0.8 -0.2 0.133
H -11.176 -2.951 -18.162 0.1 0.6 -0.4 0.142
H -11.148 -1.172 -20.208 1.1 -1.1 -0.2 0.143
H -10.960 -2.936 -20.771 0.1 0.8 1.1 0.138
H -7.340 -2.194 -21.100 -0.4 -1.1 0.8 0.148
H -8.371 -3.727 -21.014 0.3 0.3 0.4 0.131
H -7.685 -1.894 -18.566 -0.1 -0.8 -0.2 0.139
H -7.046 -3.634 -18.860 -1.4 1.1 0.0 0.156
```
Positions in Å, forces in eV/Å.

## Properties
2S+1 = 5
Total charge = 0

no.,maximum force (eV/Å),E_tot (eV)
1,1.11,-57283.588
2,2.80,-117904.446
3,4.41,-15592.835
4,4.43,-16207.879
5,4.10,-75007.462